Density functional theory data (ωB97M-V/def2-TZVPD) for a molecular structure, C29H19Cl3HgN7O3 in a non-equilibrium geometry.

## Properties
Strongest force on any atom, eV/A: 4.79
LUMO energy (spin up / spin down), eV: 4.274 / 4.262
Frontier orbital gap (spin up / spin down), eV: 3.93 / 5.99

```
! RIJCOSX wB97M-V def2-TZVPD def2/J DEFGRID3
* xyz -2 2
Hg 0.03900 0.04035 -0.40104
O 1.14204 -2.41196 -3.83811
C 0.56184 -1.97236 -2.83013
N 1.15340 -1.39424 -1.77664
C 2.48744 -1.12664 -1.88849
C 3.35295 -2.02557 -2.50793
C 4.69961 -1.67239 -2.69689
C 5.16529 -0.48349 -2.20060
C 4.36663 0.34139 -1.42675
C 3.00362 0.03822 -1.25562
N 2.18993 0.81190 -0.49982
C 2.59069 2.01180 0.03861
O 3.57701 2.70210 -0.34903
C 1.81575 2.63819 1.10882
C 2.04446 4.02878 1.33342
C 1.46583 4.67407 2.39863
C 0.65024 3.91060 3.27226
C 0.47258 2.58525 2.96645
N 0.99440 1.95323 1.92629
C -0.90128 -2.10665 -2.83107
C -1.40874 -2.29176 -4.12403
C -2.74300 -2.55152 -4.28260
C -3.53174 -2.57816 -3.12764
C -2.95500 -2.34445 -1.90743
N -1.63528 -2.13755 -1.72618
H 2.95924 -2.97997 -2.85649
H 5.39485 -2.34446 -3.22656
H 6.17015 -0.19261 -2.35069
H 4.68284 1.32428 -1.00320
H 2.73503 4.51232 0.67107
H 1.67278 5.77279 2.53342
H 0.21768 4.33697 4.16940
H -0.22014 1.93104 3.53768
H -0.69681 -2.26347 -4.95998
H -3.13977 -2.63550 -5.32455
H -4.60098 -2.77872 -3.14615
H -3.56023 -2.33171 -0.99952
O 0.71336 -1.38786 1.61490
C -0.03608 -2.06720 2.37762
C 0.53478 -3.21869 3.06271
C -0.19624 -3.85980 4.05165
C -1.53558 -3.51612 4.29160
C -2.13291 -2.52028 3.52956
C -1.43939 -1.73806 2.60578
C -2.08439 -0.52501 2.00575
N -1.77347 0.13158 0.89882
C -2.70908 1.15098 0.75060
C -3.55672 1.14392 1.77138
N -3.18440 0.07516 2.55808
H 1.58777 -3.47145 2.80290
H 0.30494 -4.68608 4.60320
H -2.14345 -3.99758 5.06026
H -3.20674 -2.32631 3.62220
H -2.62042 1.83073 -0.05455
H -4.34614 1.81753 2.05065
H -3.70923 -0.32463 3.33359
Cl -1.12733 5.26425 -0.37370
C -1.52882 4.43729 -1.82355
Cl -3.41045 4.20585 -1.73648
Cl -1.02797 5.43823 -3.30105
C -1.02979 3.10134 -2.04015
N -0.55455 2.05211 -2.08069
*
```